Below is a structure of composition C14H12ClMnN5O6, with properties calculated with ωB97M-V with the def2-TZVPD basis set.

Computed properties:
**Energy**: -2877.13167 Ha
**Net charge**: 0
**Gap between HOMO and LUMO (alpha / beta)**: 9.4509 / 9.3938 eV
**Max |F|**: 0.34 eV/Å
**Multiplicity**: 6
**Highest occupied orbital energy (alpha / beta)**: -9.510 / -9.511 eV

Cartesian coordinates (Å):
Mn -0.270076 0.274159 0.019515
O 4.079262 0.083240 3.934253
C 4.654122 0.152099 2.750337
O 5.841990 0.301787 2.618616
C 3.761395 0.036482 1.551922
C 4.202050 0.011187 0.240060
Cl 5.813027 0.070626 -0.284909
N 3.126804 -0.117201 -0.582936
N 2.000879 -0.151323 0.162620
C 2.362174 -0.065558 1.431143
C 1.253217 -0.036119 2.462182
O 1.546096 -0.112567 3.653028
O 0.078535 0.075086 1.988713
C 2.992031 -0.206335 -2.013651
C 4.017441 0.116286 -2.894311
C 3.803535 0.015055 -4.261746
C 2.587238 -0.411285 -4.767353
C 1.577619 -0.755024 -3.881476
C 1.777857 -0.658940 -2.515291
H 3.085346 -0.048253 3.878074
H 4.974380 0.455925 -2.546727
H 4.611373 0.275385 -4.931930
H 2.432779 -0.490539 -5.834233
H 0.628023 -1.126001 -4.241777
H 0.995163 -1.016171 -1.861709
C -0.301250 5.691094 -0.998434
N 0.036241 4.721928 0.040592
C 0.081484 5.163651 1.434014
C -0.015888 3.445490 -0.222057
N -0.050618 2.316484 -0.472621
H 0.353127 6.554756 -0.890635
H -1.341531 6.009430 -0.910245
H -0.140733 5.245462 -1.976302
H 0.735691 6.031710 1.500771
H 0.484602 4.367586 2.054444
H -0.915895 5.428954 1.788749
O -1.028753 -1.377181 -1.137799
N -2.240403 -1.022222 -1.111737
O -2.411739 0.043534 -0.492334

Atoms 1-2, force components in eV/Å:
-0.1 -0.3 -0.1
0.1 0.0 0.0